1.
ORCA calculation (wB97M-V/def2-TZVPD) on a cluster of 8 separate species, C36H58F18O18 in total.

Each line ends with the Mulliken spin population.
Geometry (Å):
C1 -2.74 -3.98 -5.45  0.009
O1 -2.78 -5.19 -4.64  0.292
C2 -1.96 -5.20 -3.48  0.089
C3 -0.46 -4.96 -3.77  0.049
O2 -0.17 -3.64 -4.26  0.405
C4 -0.10 -2.66 -3.17  0.002
C5 1.13 -2.72 -2.32  0.070
O3 1.06 -3.77 -1.45  0.019
C6 1.86 -3.59 -0.26  0.004
H1 -1.81 -3.78 -5.98  0.041
H2 -3.11 -3.10 -4.92  -0.001
H3 -3.53 -4.08 -6.19  0.008
H4 -2.17 -6.26 -3.35  -0.006
H5 -2.41 -4.62 -2.66  0.009
H6 -0.05 -5.61 -4.55  -0.007
H7 0.10 -5.35 -2.92  0.033
H8 -0.98 -2.74 -2.53  0.005
H9 -0.27 -1.68 -3.63  -0.003
H10 0.98 -1.80 -1.75  -0.011
H11 2.15 -2.72 -2.72  -0.001
H12 1.46 -2.90 0.48  0.000
H13 2.92 -3.37 -0.38  -0.001
H14 1.87 -4.61 0.13  -0.001
C7 2.12 3.30 4.29  0.000
O4 0.86 2.67 4.38  0.000
C8 0.83 1.20 4.74  0.000
C9 -0.53 0.55 4.34  0.000
O5 -0.38 -0.82 4.38  0.000
C10 -1.66 -1.42 4.41  0.000
C11 -1.64 -2.97 4.33  0.000
O6 -1.72 -3.53 2.97  0.000
C12 -0.93 -2.98 1.94  0.000
H15 1.94 4.32 3.95  0.000
H16 2.93 2.87 3.70  0.000
H17 2.54 3.39 5.29  0.000
H18 1.13 1.02 5.77  0.000
H19 1.66 0.79 4.17  0.000
H20 -0.95 0.80 3.37  0.000
H21 -1.14 1.00 5.13  0.000
H22 -2.21 -1.20 3.50  0.000
H23 -2.26 -1.04 5.24  0.000
H24 -2.47 -3.28 4.96  0.000
H25 -0.70 -3.27 4.80  0.000
H26 -0.93 -3.73 1.15  0.000
H27 0.12 -2.86 2.19  0.000
H28 -1.32 -2.07 1.48  0.001
C13 1.94 1.86 0.54  0.000
C14 1.10 0.82 1.25  0.000
O7 0.00 0.45 0.42  -0.003
C15 -1.16 1.20 0.22  -0.001
O8 -1.24 2.39 0.43  0.000
C16 -2.33 0.35 -0.40  0.001
F1 -3.02 -0.24 0.59  0.000
F2 -3.23 1.01 -1.24  0.000
F3 -1.87 -0.77 -1.00  -0.001
H29 1.38 2.69 0.11  0.000
H30 2.51 1.41 -0.28  0.000
H31 2.66 2.38 1.16  0.000
H32 0.82 1.20 2.23  0.000
H33 1.69 -0.05 1.52  0.000
C17 1.82 -6.70 4.12  0.000
C18 1.21 -5.65 3.16  0.000
O9 2.17 -4.64 2.76  0.000
C19 2.68 -3.75 3.61  0.000
O10 2.50 -3.71 4.86  0.000
C20 3.67 -2.76 2.92  0.000
F4 3.01 -2.02 1.98  0.000
F5 4.35 -1.98 3.81  0.000
F6 4.50 -3.47 2.13  0.000
H34 1.04 -7.39 4.44  0.000
H35 2.12 -6.24 5.06  0.000
H36 2.60 -7.20 3.57  0.000
H37 0.41 -5.06 3.60  0.000
H38 0.98 -6.27 2.29  0.000
C21 -4.93 5.10 -0.36  0.000
C22 -4.38 4.03 -1.34  0.000
O11 -2.94 4.21 -1.41  0.000
C23 -2.24 3.90 -2.57  0.000
O12 -2.69 3.32 -3.52  0.000
C24 -0.79 4.43 -2.45  0.000
F7 0.01 3.35 -2.63  0.000
F8 -0.52 5.22 -3.51  0.000
F9 -0.46 5.00 -1.26  0.000
H39 -4.55 6.08 -0.66  0.000
H40 -4.65 4.85 0.66  0.000
H41 -6.02 5.08 -0.37  0.000
H42 -4.72 4.17 -2.37  0.000
H43 -4.73 3.02 -1.11  0.000
C25 4.38 10.50 0.31  0.000
C26 3.85 9.20 -0.40  0.000
O13 4.18 8.11 0.46  0.000
C27 3.80 6.86 0.13  0.000
O14 3.08 6.57 -0.85  0.000
C28 4.02 5.82 1.21  0.000
F10 2.94 5.50 1.91  0.000
F11 4.39 4.70 0.71  0.000
F12 4.95 6.16 2.04  0.000
H44 3.99 10.62 1.31  0.000
H45 4.19 11.37 -0.32  0.000
H46 5.46 10.46 0.46  0.000
H47 4.29 9.05 -1.39  0.000
H48 2.77 9.26 -0.46  0.000
C29 -7.33 2.29 -2.49  0.000
C30 -7.08 0.79 -2.20  0.000
O15 -7.60 -0.01 -3.31  0.000
C31 -8.89 -0.42 -3.39  0.000
O16 -9.78 -0.15 -2.58  0.000
C32 -9.07 -1.40 -4.62  0.000
F13 -9.04 -0.58 -5.63  0.000
F14 -8.16 -2.45 -4.71  0.000
F15 -10.28 -1.96 -4.55  0.000
H49 -7.17 2.95 -1.64  0.000
H50 -8.37 2.38 -2.81  0.000
H51 -6.71 2.55 -3.35  0.000
H52 -7.68 0.65 -1.30  0.000
H53 -6.05 0.57 -1.92  0.000
C33 6.31 -4.61 -1.13  0.000
C34 5.82 -3.27 -1.72  0.000
O17 6.02 -2.31 -0.78  0.000
C35 5.24 -1.24 -0.73  0.000
O18 4.29 -1.05 -1.51  0.000
C36 5.81 -0.10 0.16  0.000
F16 4.87 0.64 0.63  0.000
F17 6.56 -0.54 1.13  0.000
F18 6.67 0.56 -0.62  0.000
H54 7.35 -4.61 -0.82  0.000
H55 6.27 -5.36 -1.92  0.000
H56 5.66 -4.98 -0.33  0.000
H57 4.77 -3.40 -1.98  0.000
H58 6.32 -3.10 -2.67  0.000

Calculated values
* 2S+1: 2
* E_HOMO (alpha / beta): -11.439 / -11.439 eV
* lowest unoccupied orbital energy (alpha / beta): -2.21 / -8.42 eV
* HOMO-LUMO gap (alpha / beta): 9.23 / 3.02 eV
* net charge: +1

2.
ORCA calculation (wB97M-V/def2-TZVPD) on a cluster of 2 separate species, C12H28IN2O3 in total.

Each line ends with the natural charge from an NBO analysis.
Geometry (Å):
C1 2.14 -3.14 -1.76  -0.603
C2 2.36 -1.63 -1.75  -0.398
C3 1.24 -0.88 -1.00  -0.418
C4 0.39 -0.07 -1.98  -0.428
C5 -0.82 0.71 -1.48  -0.218
N1 -1.86 -0.06 -0.71  -0.190
N2 -1.44 -0.30 0.65  -0.656
C6 -2.27 -1.33 -1.39  -0.212
C7 -3.32 -2.10 -0.59  -0.464
C8 -3.81 -3.31 -1.40  -0.533
I1 -3.55 -5.14 -0.35  0.132
H1 2.32 -3.57 -0.77  0.211
H2 2.81 -3.64 -2.45  0.227
H3 1.11 -3.40 -2.05  0.190
H4 3.32 -1.42 -1.28  0.217
H5 2.42 -1.27 -2.78  0.200
H6 0.66 -1.60 -0.43  0.206
H7 1.69 -0.20 -0.27  0.215
H8 1.02 0.71 -2.41  0.245
H9 0.10 -0.72 -2.81  0.215
H10 -0.55 1.55 -0.84  0.232
H11 -1.35 1.12 -2.34  0.232
H12 -2.69 0.53 -0.69  0.414
H13 -0.71 0.37 0.87  0.411
H14 -2.23 -0.16 1.26  0.382
H15 -2.68 -1.03 -2.36  0.220
H16 -1.38 -1.93 -1.53  0.236
H17 -4.16 -1.44 -0.36  0.213
H18 -2.88 -2.41 0.35  0.244
H19 -4.87 -3.25 -1.62  0.241
H20 -3.27 -3.42 -2.34  0.224
C9 2.41 4.95 1.84  -0.642
C10 1.03 4.60 2.34  -0.072
O1 0.63 3.27 1.94  -0.508
C11 1.14 2.28 2.66  0.985
O2 1.85 2.37 3.61  -0.609
O3 0.70 1.12 2.14  -0.555
C12 1.17 -0.06 2.80  -0.264
H21 2.46 4.83 0.75  0.211
H22 2.63 5.99 2.08  0.233
H23 3.16 4.32 2.29  0.229
H24 0.27 5.25 1.91  0.195
H25 0.96 4.67 3.43  0.206
H26 0.98 -0.06 3.87  0.213
H27 2.24 -0.21 2.63  0.202
H28 0.62 -0.88 2.33  0.191

Calculated values
* E_HOMO: -12.149 eV
* lowest unoccupied orbital energy: -2.99 eV
* HOMO-LUMO gap: 9.16 eV
* net charge: +1

3.
ORCA calculation (wB97M-V/def2-TZVPD) on a structure of composition C22H28F5NOPdSi2Te2.

Each line ends with the natural charge from an NBO analysis.
Geometry (Å):
Pd1 -0.16 0.14 -0.71  0.187
C1 -0.55 -1.14 2.58  -1.104
Si1 0.24 0.37 1.61  1.335
C2 -0.29 1.85 2.77  -1.116
C3 2.11 0.13 2.09  -0.441
C4 2.48 0.29 3.42  -0.214
C5 3.77 0.05 3.86  -0.243
C6 4.73 -0.34 2.94  -0.255
C7 4.38 -0.46 1.61  -0.151
C8 3.09 -0.24 1.16  -0.462
Si2 2.82 -0.41 -0.73  1.904
C9 2.72 1.44 -1.29  -1.185
C10 4.42 -1.16 -1.48  -1.148
H1 -0.32 -1.06 3.64  0.209
H2 -0.16 -2.08 2.21  0.228
H3 -1.63 -1.16 2.47  0.219
H4 -0.25 1.55 3.81  0.206
H5 -1.31 2.17 2.57  0.228
H6 0.36 2.71 2.64  0.223
H7 1.74 0.59 4.15  0.192
H8 4.03 0.16 4.91  0.188
H9 5.75 -0.54 3.27  0.187
H10 5.14 -0.74 0.89  0.196
H11 3.54 2.06 -0.91  0.223
H12 1.78 1.90 -0.94  0.254
H13 2.75 1.49 -2.38  0.269
H14 5.26 -0.47 -1.44  0.209
H15 4.25 -1.44 -2.51  0.270
H16 4.70 -2.05 -0.93  0.206
C11 -3.56 -5.53 -0.65  -0.628
C12 -2.82 -4.22 -0.66  0.009
C13 -3.48 -2.99 -0.69  -0.276
C14 -2.74 -1.82 -0.67  0.087
N1 -1.41 -1.82 -0.63  -0.475
C15 -0.77 -2.98 -0.62  0.076
C16 -1.43 -4.20 -0.64  -0.263
H17 -4.62 -5.38 -0.83  0.205
H18 -3.44 -6.03 0.32  0.210
H19 -3.17 -6.19 -1.42  0.215
H20 -4.56 -2.94 -0.73  0.196
H21 -3.22 -0.85 -0.71  0.211
H22 0.31 -2.94 -0.63  0.251
H23 -0.87 -5.12 -0.64  0.200
F1 1.20 1.63 -4.09  -0.757
Te1 0.84 -0.30 -3.10  2.569
F2 -1.22 -0.89 -3.10  -0.738
F3 0.33 -0.47 -5.00  -0.663
F4 0.89 -2.25 -3.45  -0.679
F5 2.66 -0.54 -3.95  -0.679
O1 1.61 -1.35 -1.07  -1.300
Te2 -1.18 1.97 -2.16  0.067
C17 -2.31 3.50 -1.12  -0.208
C18 -3.41 4.08 -1.72  -0.270
C19 -4.14 5.08 -1.10  -0.224
C20 -3.77 5.53 0.15  -0.290
C21 -2.67 4.97 0.77  -0.160
C22 -1.95 3.97 0.14  -0.284
H24 -3.70 3.74 -2.70  0.205
H25 -5.00 5.52 -1.60  0.189
H26 -4.35 6.31 0.64  0.187
H27 -2.37 5.32 1.75  0.184
H28 -1.09 3.54 0.64  0.218

Calculated values
* relative energy (zero: lowest compared OMol25 entry of this formula, charge and spin): 100.9 kcal/mol
* E_HOMO: -1.181 eV
* lowest unoccupied orbital energy: 4.17 eV
* HOMO-LUMO gap: 5.35 eV
* net charge: -2

4.
ORCA calculation (wB97M-V/def2-TZVPD) on the ion C4H7F2N4 with charge +1.

Each line ends with the natural charge from an NBO analysis.
Geometry (Å):
C1 -1.31 -0.66 0.12  0.293
C2 1.24 0.35 -0.66  0.482
C3 -0.54 0.06 1.06  0.000
C4 0.94 -0.11 0.78  0.131
N1 0.22 -1.46 -1.42  -0.160
N2 0.78 -0.40 -1.65  -0.345
N3 -2.54 -0.41 -0.13  -0.627
N4 1.73 1.59 -0.84  -0.703
F1 -0.98 1.36 1.12  -0.338
F2 1.75 0.39 1.68  -0.285
H1 -0.62 -0.34 2.08  0.248
H2 1.01 -1.27 0.67  0.260
H3 0.92 0.01 -2.65  0.359
H4 -3.14 0.14 0.38  0.403
H5 -2.86 -0.84 -0.92  0.418
H6 1.49 2.01 0.07  0.428
H7 1.75 2.16 -1.64  0.436

Calculated values
* E_HOMO (alpha / beta): -12.502 / -12.549 eV
* lowest unoccupied orbital energy (alpha / beta): -5.21 / -5.18 eV
* HOMO-LUMO gap (alpha / beta): 7.29 / 7.37 eV
* net charge: +1

5.
ORCA calculation (wB97M-V/def2-TZVPD) on a structure of composition C24H70CrO22.

Each line ends with the Mulliken spin population.
Geometry (Å):
Cr1 -5.44 -9.37 -9.97  4.043
C1 -7.15 -6.42 -11.08  0.018
C2 -7.49 -7.71 -11.83  -0.017
O1 -6.97 -8.90 -11.31  0.012
H1 -6.08 -6.33 -10.86  0.014
H2 -7.70 -6.28 -10.15  -0.003
H3 -7.38 -5.61 -11.78  0.001
H4 -7.13 -7.65 -12.86  -0.005
H5 -8.59 -7.72 -11.93  0.001
C3 -5.95 -5.76 -7.25  0.013
C4 -6.13 -7.24 -7.56  0.016
O2 -5.43 -7.72 -8.64  -0.204
H6 -6.39 -5.47 -6.29  -0.002
H7 -6.33 -5.13 -8.05  -0.004
H8 -4.91 -5.44 -7.20  -0.003
H9 -7.21 -7.46 -7.61  0.005
H10 -5.92 -7.80 -6.64  -0.007
C5 -7.23 -4.14 -2.58  0.000
C6 -7.94 -4.35 -3.91  0.000
O3 -9.06 -3.48 -4.01  0.000
O4 -6.78 -2.82 -2.45  0.000
H11 -6.38 -4.81 -2.43  0.000
H12 -7.94 -4.36 -1.78  0.000
H13 -8.26 -5.39 -4.07  0.000
H14 -7.20 -4.27 -4.72  0.000
H15 -9.30 -3.59 -4.95  0.000
H16 -7.43 -2.16 -2.68  0.000
C7 -7.80 -11.22 -8.51  -0.005
C8 -8.80 -10.31 -9.19  -0.001
O5 -8.92 -10.51 -10.59  0.001
O6 -6.48 -10.70 -8.73  0.034
H17 -7.90 -12.21 -8.95  -0.001
H18 -8.05 -11.19 -7.45  0.003
H19 -8.68 -9.24 -9.02  0.007
H20 -9.81 -10.53 -8.81  0.000
H21 -8.25 -9.92 -11.01  0.002
H22 -6.00 -11.02 -7.94  0.005
C9 -2.00 -4.75 -3.71  0.000
C10 -2.50 -4.82 -5.17  0.000
O7 -1.70 -5.64 -6.00  0.000
O8 -1.83 -6.06 -3.22  0.000
H23 -2.68 -4.13 -3.11  0.000
H24 -1.06 -4.20 -3.62  0.000
H25 -2.59 -3.84 -5.65  0.000
H26 -3.52 -5.22 -5.13  0.000
H27 -2.17 -5.84 -6.82  0.001
H28 -2.72 -6.45 -3.26  0.000
C11 -1.80 -7.22 -9.41  0.001
C12 -0.39 -6.69 -9.34  0.006
O9 0.35 -7.23 -10.43  0.000
O10 -2.73 -6.46 -8.67  -0.011
H29 -1.77 -8.27 -9.08  -0.002
H30 -2.20 -7.21 -10.43  0.002
H31 0.14 -7.06 -8.45  0.000
H32 -0.35 -5.59 -9.31  0.000
H33 1.27 -7.01 -10.28  0.000
H34 -3.65 -6.79 -8.72  0.046
C13 -5.90 -9.00 -4.02  0.002
C14 -5.60 -7.59 -3.58  -0.001
O11 -4.34 -7.33 -2.97  0.000
O12 -6.27 -9.90 -2.98  0.000
H35 -5.08 -9.39 -4.63  -0.001
H36 -6.72 -8.93 -4.73  -0.001
H37 -6.36 -7.26 -2.87  0.000
H38 -5.68 -6.91 -4.43  0.000
H39 -4.31 -7.86 -2.17  0.000
H40 -5.46 -10.21 -2.57  0.000
C15 -8.34 -2.54 -8.04  0.000
C16 -9.63 -1.98 -7.41  0.000
O13 -10.37 -2.98 -6.69  0.000
O14 -8.52 -3.55 -9.00  0.000
H41 -7.76 -2.97 -7.22  0.000
H42 -7.84 -1.70 -8.53  0.000
H43 -10.24 -1.52 -8.19  0.000
H44 -9.37 -1.23 -6.66  0.000
H45 -10.54 -3.68 -7.34  0.000
H46 -8.78 -4.38 -8.56  0.000
C17 -9.30 -9.54 -5.02  0.001
C18 -9.57 -8.04 -5.22  0.001
O15 -10.18 -7.52 -4.03  0.000
O16 -10.53 -10.24 -5.15  0.000
H47 -8.97 -9.57 -3.98  0.000
H48 -8.57 -9.93 -5.74  -0.001
H49 -10.28 -7.83 -6.02  0.000
H50 -8.71 -7.41 -5.44  0.000
H51 -11.12 -7.49 -4.21  0.000
H52 -10.41 -11.10 -4.74  0.000
C19 -11.07 -5.50 -9.75  0.000
C20 -10.51 -6.51 -8.80  -0.001
O17 -9.35 -6.06 -8.06  0.002
O18 -11.70 -4.47 -8.93  0.000
H53 -11.83 -5.96 -10.37  0.000
H54 -10.29 -5.06 -10.38  0.000
H55 -10.18 -7.43 -9.29  0.000
H56 -11.29 -6.79 -8.09  0.000
H57 -8.66 -6.71 -8.24  -0.004
H58 -11.57 -3.68 -9.47  0.000
C21 -4.08 -3.76 -9.91  0.004
C22 -5.22 -2.84 -9.54  -0.001
O19 -4.76 -1.48 -9.66  0.000
O20 -3.09 -3.63 -8.90  0.000
H59 -3.69 -3.58 -10.91  0.000
H60 -4.51 -4.77 -9.95  -0.007
H61 -5.49 -3.05 -8.50  0.000
H62 -6.09 -2.91 -10.19  0.000
H63 -4.07 -1.35 -9.00  0.000
H64 -2.75 -4.52 -8.71  0.001
C23 -3.99 -11.26 -6.35  0.000
C24 -3.55 -10.06 -7.18  0.007
O21 -3.67 -10.25 -8.59  0.016
O22 -5.41 -11.40 -6.38  -0.002
H65 -3.49 -11.44 -5.40  0.000
H66 -3.57 -12.08 -6.96  -0.001
H67 -2.53 -9.72 -7.04  0.001
H68 -4.16 -9.22 -6.82  0.004
H69 -2.89 -10.66 -8.97  0.013
H70 -5.64 -12.12 -5.78  0.000

Calculated values
* 2S+1: 5
* relative energy (zero: lowest compared OMol25 entry of this formula, charge and spin): 0.0 kcal/mol
* E_HOMO (alpha / beta): -8.881 / -9.184 eV
* lowest unoccupied orbital energy (alpha / beta): -0.81 / -0.99 eV
* HOMO-LUMO gap (alpha / beta): 8.07 / 8.20 eV

6.
ORCA calculation (wB97M-V/def2-TZVPD) on an isolated molecule of C19H21FN2O2S.

Each line ends with the natural charge from an NBO analysis.
Geometry (Å):
O1 -0.70 -3.20 -0.25  -0.612
C1 -1.17 -2.12 0.06  0.666
N1 -0.37 -1.06 0.36  -0.643
C2 1.00 -1.13 0.27  0.002
S1 1.80 -2.61 -0.17  0.507
C3 3.31 -1.78 -0.08  -0.225
C4 3.19 -0.47 0.26  -0.051
C5 1.85 -0.07 0.47  -0.137
C6 1.40 1.30 0.89  -0.216
N2 0.10 1.63 0.31  -0.468
C7 0.18 1.84 -1.13  -0.263
C8 -1.23 2.05 -1.68  -0.075
O2 -1.86 3.16 -1.06  -0.520
C9 -1.92 2.98 0.33  -0.072
C10 -0.53 2.79 0.93  -0.246
C11 4.53 0.19 0.34  -0.419
C12 5.46 -0.85 -0.32  -0.378
C13 4.72 -2.21 -0.27  -0.424
C14 -2.63 -1.84 0.11  -0.167
C15 -3.18 -0.84 0.91  -0.166
C16 -4.55 -0.63 0.92  -0.290
C17 -5.35 -1.42 0.12  0.417
F1 -6.68 -1.21 0.12  -0.320
C18 -4.83 -2.43 -0.67  -0.285
C19 -3.47 -2.64 -0.66  -0.134
H1 -0.71 -0.10 0.49  0.449
H2 2.16 2.04 0.61  0.184
H3 1.29 1.33 1.98  0.207
H4 0.63 0.97 -1.59  0.224
H5 0.79 2.73 -1.36  0.178
H6 -1.20 2.28 -2.75  0.201
H7 -1.83 1.14 -1.51  0.166
H8 -2.39 3.88 0.73  0.199
H9 -2.55 2.11 0.57  0.160
H10 -0.61 2.62 2.01  0.205
H11 0.07 3.70 0.77  0.176
H12 4.80 0.36 1.39  0.205
H13 4.56 1.15 -0.17  0.209
H14 5.62 -0.57 -1.36  0.203
H15 6.43 -0.90 0.17  0.208
H16 5.06 -2.81 0.57  0.206
H17 4.88 -2.79 -1.18  0.215
H18 -2.55 -0.25 1.56  0.216
H19 -4.99 0.14 1.53  0.232
H20 -5.49 -3.04 -1.27  0.234
H21 -3.02 -3.42 -1.26  0.241

Calculated values
* relative energy (zero: lowest compared OMol25 entry of this formula, charge and spin): 12.7 kcal/mol
* E_HOMO: -7.514 eV
* lowest unoccupied orbital energy: 0.57 eV
* SMILES: O=C(Nc1sc2c(c1CN1CCOCC1)CCC2)c1ccc(F)cc1
* HOMO-LUMO gap: 8.09 eV

Number 1: strongest force on any atom 5.154 eV Å⁻¹. Number 2: strongest force on any atom 0.408 eV Å⁻¹. Number 3: strongest force on any atom 7.945 eV Å⁻¹. Number 4: strongest force on any atom 5.041 eV Å⁻¹. Number 5: strongest force on any atom 3.123 eV Å⁻¹. Number 6: strongest force on any atom 0.796 eV Å⁻¹.